Entry 1:
Below is 6 unconnected molecules or ions with the total composition C21H37F6N5O11 at a distorted geometry, with properties calculated with ωB97M-V/def2-TZVPD.

Geometry as XYZ:
```
80
Properties=species:S:1:pos:R:3:mulliken_charge:R:1
O 4.1437 -0.4978 0.6351 -0.4500
C 3.8194 -1.5659 0.0466 0.6375
O 4.5108 -2.7974 0.2785 -0.4219
O 2.7400 -1.6395 -0.8838 -0.2571
C 2.4564 -0.3726 -1.4840 0.2624
O 3.0429 -0.0999 -2.5644 -0.4806
C 1.4130 0.7134 -0.9349 0.6861
F 0.9519 1.6098 -1.9536 -0.2612
F 2.1332 1.5460 -0.0036 -0.1652
C 0.1606 0.1147 -0.1249 0.6501
F 0.4667 -0.0695 1.2672 -0.2589
F -0.8672 1.1298 -0.1706 -0.2937
C -0.4957 -1.2044 -0.7576 0.9222
F 0.0224 -2.4079 -0.1599 -0.2423
F -0.4184 -1.2542 -2.1931 -0.2623
C -2.0942 -1.2479 -0.4229 0.0806
O -2.5705 -1.0552 0.7114 -0.4607
O -3.0092 -1.5569 -1.5031 -0.4417
H 4.3032 -3.4132 -0.4779 0.3531
H -2.9963 -2.5550 -1.5429 0.3297
C -6.3703 -5.9251 0.1038 -1.3252
C -5.5731 -5.0423 -0.8175 0.8527
O -4.4320 -5.3222 -1.1675 -0.5957
N -6.1629 -3.8990 -1.2633 -0.1210
C -7.4903 -3.4035 -0.9626 -0.8826
H -5.7746 -6.7976 0.3771 0.2405
H -6.6249 -5.3817 1.0156 0.3756
H -7.2764 -6.2692 -0.3982 0.3784
H -5.5748 -3.3528 -1.8773 0.1568
H -8.0388 -3.3020 -1.9012 0.3021
H -7.3916 -2.4207 -0.4972 0.2895
H -8.0364 -4.0660 -0.2949 0.3375
C -2.3914 2.6708 -2.5618 -0.6665
C -2.7955 3.8008 -3.4692 0.3705
O -3.6777 3.6828 -4.3090 -0.6674
N -2.1400 4.9873 -3.3300 -0.1362
C -1.0782 5.3164 -2.4015 -0.6111
H -2.9965 1.7902 -2.7851 0.3178
H -1.3419 2.4182 -2.7235 0.1214
H -2.5587 2.9494 -1.5197 0.3655
H -2.4589 5.7029 -3.9682 0.2266
H -1.4112 6.1516 -1.7819 0.2794
H -0.2027 5.6243 -2.9774 0.2760
H -0.8133 4.4765 -1.7631 0.1477
C -1.8049 -7.2117 -1.2539 -1.1424
C -0.4806 -6.9575 -0.5873 0.7802
O 0.0689 -5.8654 -0.6301 -0.6351
N 0.1044 -7.9926 0.0797 -0.1635
C -0.3897 -9.3443 0.2386 -0.8491
H -2.1468 -6.2989 -1.7430 0.1923
H -1.7000 -7.9909 -2.0118 0.3753
H -2.5483 -7.5030 -0.5102 0.3463
H 0.9899 -7.7521 0.5031 0.2354
H -0.4966 -9.5468 1.3064 0.2764
H 0.3473 -10.0305 -0.1842 0.2840
H -1.3472 -9.4940 -0.2550 0.3279
C 1.6156 4.6282 4.6936 -1.2079
C 1.0768 4.5820 3.2895 0.8041
O 0.2088 5.3515 2.8948 -0.6831
N 1.5893 3.6425 2.4475 0.0453
C 2.6110 2.6546 2.7281 -0.7601
H 1.1161 5.4240 5.2487 0.2909
H 1.4227 3.6806 5.2001 0.3491
H 2.6871 4.8382 4.6771 0.3116
H 1.1852 3.6656 1.5215 0.0835
H 3.4392 2.8157 2.0354 0.2490
H 2.1848 1.6645 2.5545 0.1514
H 2.9772 2.7169 3.7501 0.3815
C 7.3544 5.4154 1.8643 -1.3724
C 5.9344 5.4250 2.3621 0.9205
O 5.5860 4.8051 3.3582 -0.6331
N 5.0235 6.1573 1.6616 -0.1228
C 5.2424 6.9499 0.4696 -0.9108
H 7.9651 4.7922 2.5195 0.3008
H 7.3950 4.9991 0.8559 0.3439
H 7.7615 6.4282 1.8732 0.3716
H 4.0904 6.1205 2.0492 0.1730
H 4.9613 7.9822 0.6882 0.2995
H 4.5975 6.5630 -0.3222 0.2788
H 6.2780 6.9199 0.1387 0.3493
```

Results
F_max = 6.1 eV/A
SMILES = O=C(O)OC(=O)C(F)(F)C(F)(F)C(F)(F)C(=O)O.CNC(C)=O.CNC(C)=O.CNC(C)=O.CNC(C)=O.CNC(C)=O
E_LUMO = -1.1 eV
Calculated total energy = -2522.9697 a.u.

---

Entry 2:
Below is 5 unconnected molecules or ions with the total composition C21H37N5O8 at a distorted geometry, with properties calculated with ωB97M-V/def2-TZVPD.

Geometry as XYZ:
```
71
Properties=species:S:1:pos:R:3:mulliken_charge:R:1
C -1.4203 2.7809 3.6196 -1.4782
C -1.8955 3.3889 2.2080 0.8288
C -0.5489 3.1948 1.2366 -2.1227
C -0.9999 3.4585 -0.2890 -1.3650
C -2.2097 2.4863 -0.6364 0.3683
C -3.3978 2.5690 0.3013 1.0024
N -2.9848 2.7343 1.7674 1.0774
O -3.9565 2.6240 2.5566 -0.3659
C -4.2994 1.2410 0.2037 -1.6500
C -4.3431 3.8401 0.0564 -1.2825
C -2.1044 4.9212 2.4104 -1.3045
H -1.3871 1.6741 3.6523 0.3709
H -2.1844 2.7779 4.4388 0.3877
H -0.4977 3.2711 3.9706 0.3922
H -0.2169 2.4218 1.1046 1.5388
H 0.0948 4.0390 1.4690 0.4281
H -0.1770 3.3560 -0.9610 0.5753
H -1.4557 4.3447 -0.3330 0.5574
H -2.0624 1.3800 -0.5621 -0.0128
H -2.5126 2.5387 -1.7990 -0.2302
H -4.4689 1.0083 -0.7699 0.5345
H -5.4222 1.2875 0.7355 0.2977
H -3.8706 0.4738 0.9025 0.3728
H -4.8790 3.7229 -0.8772 0.4238
H -3.8029 4.8668 0.1236 0.2466
H -5.1086 4.0188 0.9214 0.3556
H -2.1514 5.5232 1.4134 0.2645
H -1.1720 5.6006 2.9735 0.3519
H -2.9826 4.9785 3.1182 0.3698
N -0.0079 -1.0468 0.5728 0.8348
O 0.5886 -0.3094 -0.2260 -0.5129
O 0.3339 -2.2386 0.8548 -0.6236
O -1.0408 -0.6701 1.1571 -0.6328
C 4.9091 -2.7321 0.0357 -0.1605
C 6.2028 -2.5392 -0.7979 -0.6201
C 6.4844 -1.0916 -1.3483 -0.5413
C 5.2657 -0.2051 -1.5253 0.2312
C 3.9730 -0.4407 -0.7410 -0.2888
C 3.9199 -1.7510 0.0704 -0.2062
N 5.4386 1.2075 -2.1100 0.7896
O 4.3294 1.8082 -2.3061 -0.5112
O 6.4859 1.7198 -1.7425 -0.5047
H 4.6417 -3.4217 0.6729 0.4109
H 6.9969 -3.1715 -0.9202 0.4385
H 7.4864 -0.9238 -1.7171 0.3778
H 3.1852 0.3127 -0.6098 0.3755
H 3.0637 -2.0713 0.6455 0.2147
C -0.7668 0.6319 -4.5720 0.1464
O -0.6967 1.4206 -5.5458 -0.6469
N -1.8221 0.1925 -4.0361 0.1741
C -1.6654 -0.7131 -2.8602 -0.7572
C -3.0828 0.7965 -4.3094 -0.9414
H 0.2656 0.1610 -4.3612 0.3008
H -2.1079 -1.6221 -3.0564 0.4287
H -2.4609 -0.4092 -2.1371 0.0585
H -0.6005 -0.8492 -2.5268 0.2941
H -3.1278 1.6929 -3.7527 0.2950
H -3.9027 0.1490 -4.1340 0.4100
H -3.2555 0.9380 -5.5246 0.2547
C 1.3389 -7.5361 2.2985 0.1448
O 1.8092 -8.2684 3.2385 -0.6413
N 1.8655 -6.4348 1.9275 0.1611
C 1.3601 -5.5566 0.9928 -0.6654
C 3.0724 -5.9808 2.7801 -0.7364
H 0.3699 -8.0558 1.7807 0.2539
H 1.4940 -6.0220 -0.0136 0.3102
H 1.8476 -4.3380 1.0845 0.1130
H 0.0471 -5.6085 1.0148 0.2597
H 3.9723 -5.4610 2.1114 0.0859
H 3.6712 -6.8282 3.2537 0.2990
H 2.5367 -5.2574 3.4264 0.3950
```

Results
F_max = 18.5 eV/A
ΔE to the lowest compared entry with this formula, charge and spin = 2.764 eV
E_LUMO = -4.4 eV
Calculated total energy = -1697.2481 a.u.

---

Entry 3:
Below is 5 unconnected molecules or ions with the total composition C21H38BrN5O3 at a distorted geometry, with properties calculated with ωB97M-V/def2-TZVPD.

Geometry as XYZ:
```
68
Properties=species:S:1:pos:R:3:nbo_charge:R:1
Br 1.0356 -0.5855 1.9990 -0.8930
C 0.3420 3.2561 4.1531 -0.7336
C 1.1059 2.4499 5.1922 0.7106
O 1.7957 2.8960 6.0249 -0.4018
N 1.0857 0.9493 5.0680 -0.6186
H 1.3791 0.4871 4.1751 0.4727
H 1.7939 0.6821 5.7653 0.4539
C -0.2277 0.3548 5.4888 -0.4329
H 0.0311 4.1741 4.6495 0.2924
H -0.5657 2.7337 3.8592 0.2344
H 1.0904 3.4871 3.3991 0.2536
H -0.0576 -0.6606 5.8374 0.2494
H -0.8982 0.2866 4.6356 0.2237
H -0.7433 0.9244 6.2584 0.2601
C -0.9611 -4.1062 -0.6754 -0.7392
C -1.8370 -2.9625 -0.2942 0.7293
O -2.6245 -2.4164 -0.9637 -0.4641
N -1.6505 -2.4401 1.1279 -0.6292
H -1.4454 -3.2394 1.7322 0.4435
H -0.8542 -1.7725 1.2337 0.4806
C -2.8836 -1.7616 1.6565 -0.4341
H -1.2208 -4.9233 0.0135 0.2715
H 0.0699 -3.8267 -0.4499 0.2471
H -1.1093 -4.5313 -1.6617 0.2952
H -3.4341 -1.1620 0.9356 0.2554
H -2.5366 -1.0419 2.3955 0.2308
H -3.5644 -2.5021 2.0639 0.2551
C 5.0348 -1.3194 0.2009 -0.7380
C 5.2974 -2.0705 1.4665 0.7167
O 6.2974 -2.1544 2.0531 -0.3871
N 4.0427 -2.7309 2.0928 -0.5991
H 3.4351 -2.1319 2.6623 0.4645
H 3.5037 -3.2250 1.3828 0.4364
C 4.4289 -3.8143 3.0571 -0.4615
H 4.0911 -1.5220 -0.2992 0.2295
H 5.8395 -1.4760 -0.5135 0.2984
H 5.0462 -0.2946 0.5897 0.2722
H 4.8327 -3.4575 4.0027 0.2587
H 5.2002 -4.4753 2.6634 0.2620
H 3.5970 -4.4684 3.3195 0.2415
C 1.2881 3.7965 0.0472 -0.4167
N 0.5334 3.1287 -1.0468 -0.2478
C -0.1566 3.9037 -1.9159 0.1194
C -0.9486 3.2955 -2.8731 -0.1973
C -0.9685 1.9068 -2.9784 0.0501
C -0.3017 1.1315 -2.0103 -0.2074
C 0.4835 1.7881 -1.0816 0.0925
C -1.8552 1.2976 -4.0030 0.0170
C -2.8657 0.4327 -3.6118 -0.2151
C -3.8224 0.0242 -4.5403 0.1280
N -3.7250 0.4189 -5.8156 -0.2333
C -2.7454 1.2468 -6.2263 0.1086
C -1.7537 1.6244 -5.3621 -0.1912
C -4.7108 -0.1131 -6.7810 -0.4277
H 0.6496 3.9947 0.8966 0.2424
H 1.7155 4.6912 -0.4077 0.2536
H 2.1878 3.2175 0.2467 0.2409
H 0.0272 4.9644 -1.8226 0.2679
H -1.6145 3.8653 -3.5071 0.2730
H -0.3686 0.0556 -2.0718 0.2504
H 1.0971 1.2681 -0.3494 0.2626
H -2.9932 0.0788 -2.5979 0.2529
H -4.5916 -0.6847 -4.2736 0.2597
H -2.7262 1.5272 -7.2706 0.2709
H -0.9212 2.2351 -5.6855 0.2686
H -5.4789 0.6097 -7.0553 0.2709
H -5.0047 -1.1035 -6.4608 0.2502
H -4.1912 -0.2106 -7.7394 0.2501
```

Results
Total charge = +4
F_max = 2.2 eV/A
ΔE to the lowest compared entry with this formula, charge and spin = 0.000 eV
E_LUMO = -11.1 eV
Calculated total energy = -3895.1354 a.u.